Molecular formula: C4H7NO
Method: DFT, ωB97M-V/def2-TZVPD

Each line ends with the Mulliken charge.
Positions of all 13 atoms, in Å:
C -1.7307 -0.8299 -0.0275  -0.692
C -0.3071 -0.3362 -0.0717  -0.088
C 0.8477 -0.1118 -0.0872  0.426
C 2.2050 0.7159 0.0135  -0.319
H -2.9241 0.8757 -1.0774  0.240
H -3.7885 0.4229 0.3824  0.272
H -1.7324 -1.7804 -0.8153  0.246
H -1.8826 -1.4443 1.1518  0.236
H 1.9764 1.5940 -1.0981  0.226
H 2.3931 1.6511 1.1938  0.281
H 4.3382 -0.5834 0.5601  0.323
N -2.7250 0.4572 0.0298  -0.578
O 3.3299 -0.6307 -0.1542  -0.573

Properties
E_tot = -7788.5220 eV
Orbital gap = 9.92 eV
Relative energy (zero: lowest compared OMol25 entry of this formula, charge and spin) = 256.49 kcal/mol
Lowest unoccupied orbital energy = 0.0135 Eh
F_max = 6.90 eV Å⁻¹